Arrangement i

Formula: C2H4Si
Source: the Open Molecules 2025 dataset
Level of theory: ωB97M-V/def2-TZVPD

ORCA input file:
```
! RIJCOSX wB97M-V def2-TZVPD def2/J DEFGRID3
* xyz 0 1
C 2.2926 0.0019 -0.0690
C 1.1045 0.1852 0.0537
Si -0.7301 -0.0637 0.0091
H 3.3682 -0.1691 -0.0073
H -1.2854 1.0422 -0.6852
H -1.2465 -0.2991 1.3638
H -1.4261 -1.0219 -0.7956
*
```

Values from the calculation:
- HOMO: -10.6 eV
- SMILES string: C#C[SiH3]
- Kohn-Sham gap: 11.608 eV
- E_LUMO: 0.996 eV

Atom charges from the Mulliken analysis, given in e for atoms 1 to 6: 0.1241, -0.5424, 0.4280, 0.3400, -0.1179, -0.1085

---

Arrangement ii

Formula: C2H4Si
Source: the Open Molecules 2025 dataset
Level of theory: ωB97M-V/def2-TZVPD

ORCA input file:
```
! RIJCOSX wB97M-V def2-TZVPD def2/J DEFGRID3
* xyz 0 1
C 0.8403 0.7375 0.0417
C 0.8242 -0.7219 -0.0890
Si -0.8601 -0.0038 0.0198
H 1.7777 1.3168 0.3890
H 1.6502 -1.3583 0.1896
H -1.9200 0.1988 1.1296
H -1.3919 -0.3797 -1.2507
*
```

Values from the calculation:
- HOMO: -9.6 eV
- SMILES string: C1=C[SiH2]1
- Kohn-Sham gap: 10.340 eV
- E_LUMO: 0.772 eV

Atom charges from the Mulliken analysis, given in e for atoms 1 to 6: -0.3575, -0.3898, 0.2487, 0.3010, 0.3486, -0.0761

---

Of the structures shown above, arrangement ii is the least stable.